Record 1
A single C3H6O3S molecule, computed with ωB97M-V/def2-TZVPD.

Output
* LUMO: 0.021 hartree
* charge: 0
* SMILES string: C[C@@H](O)C(=O)OS

XYZ file:
```
13
Properties=species:S:1:pos:R:3:nbo_charge:R:1
C -1.1825 1.0192 -0.0908 -0.62
C -0.7135 -0.3825 0.2916 -0.06
O -1.6297 -1.4696 0.0947 -0.70
C 0.5475 -0.8221 -0.1483 0.83
O 0.8217 -1.8259 -0.7196 -0.47
O 1.4852 0.5098 0.1989 -0.78
S 2.9577 0.6264 -0.4051 0.32
H -0.6190 1.6258 0.5431 0.23
H -1.1426 1.3088 -1.1031 0.22
H -2.1955 1.3525 0.1726 0.23
H -0.6381 -0.3395 1.3745 0.23
H -1.5608 -1.8817 -0.7977 0.48
H 3.8695 0.2787 0.5892 0.08
```


Record 2
A single C3H6O3S molecule, computed with ωB97M-V/def2-TZVPD.

Output
* LUMO: 0.015 hartree
* charge: 0

XYZ file:
```
13
Properties=species:S:1:pos:R:3:nbo_charge:R:1
C 2.1619 0.3631 0.1308 0.33
C -0.7829 -0.5870 -0.5411 -0.63
C -0.0068 -0.3788 0.7507 -0.07
O 4.1868 -1.1400 -0.1408 -0.94
O 1.5218 1.8475 0.1979 -0.74
O 1.3879 -0.5952 0.5352 -0.47
S 3.7740 0.2647 -0.2406 0.97
H -0.6159 -1.5926 -0.9191 0.22
H -1.8454 -0.4477 -0.3573 0.22
H -0.4588 0.1308 -1.2906 0.22
H -0.2908 -1.1189 1.5032 0.20
H -0.1600 0.6290 1.1426 0.21
H 2.2348 2.4209 -0.0977 0.48
```


Record 3
A molecular structure, C3H6O3Sr, computed with ωB97M-V/def2-TZVPD.

Output
* LUMO (alpha / beta): -0.218 / -0.220 hartree
* charge: +1
* spin multiplicity: 2

XYZ file:
```
13
Properties=species:S:1:pos:R:3:nbo_charge:R:1
C 1.3904 0.0872 0.7030 -0.09
C 0.3813 -0.9371 0.5995 -0.13
O -0.6133 -0.2885 -0.2106 -0.70
C -1.7622 -0.0877 0.4108 0.47
O -2.4822 -0.5384 -0.5997 -0.94
Sr -1.4202 -0.8349 -2.7916 1.89
H 2.3899 -0.3017 0.9133 0.23
H 1.0530 0.7602 1.5041 0.25
H 0.0367 -1.1927 1.6082 0.24
H -0.8768 -2.0091 0.3620 0.15
H -0.7386 2.0523 -0.7376 -0.04
O 1.4163 1.6716 -0.4117 -0.78
H 1.2257 1.6189 -1.3498 0.44
```


Record 4
A molecular structure, C3H6O4Pr, computed with ωB97M-V/def2-TZVPD.

Output
* LUMO (alpha / beta): -0.441 / -0.377 hartree
* charge: +2
* spin multiplicity: 4

XYZ file:
```
14
Properties=species:S:1:pos:R:3:mulliken_charge:R:1
O 1.7535 -0.8186 -0.1701 -0.56
C 0.3881 -0.7815 -0.6043 -0.22
C -0.5367 -0.6002 0.5897 -0.49
O -1.8701 -0.3197 0.1347 -0.32
C -2.2561 0.9223 0.0141 0.82
O -3.4601 1.1770 -0.2350 -0.26
O -1.5285 1.9266 0.1294 -0.47
H 1.9869 -1.6806 0.1975 0.36
H 0.1543 -1.7080 -1.1407 0.27
H 0.3051 0.0453 -1.3183 0.37
H -0.2095 0.1889 1.2775 0.37
H -0.5906 -1.5258 1.1726 0.36
Pr 3.6571 0.8622 -0.1214 1.73
H 2.2066 2.3121 0.0744 0.05
```


Record 5
A single C3H6O4S molecule, computed with ωB97M-V/def2-TZVPD.

Output
* LUMO (alpha / beta): 0.023 / -0.176 hartree
* charge: 0
* spin multiplicity: 3

XYZ file:
```
14
Properties=species:S:1:pos:R:3:nbo_charge:R:1
C -0.5420 1.4228 0.1611 0.04
C -0.1015 -0.8492 -0.4895 -0.61
C 0.5490 0.5418 -0.2388 -0.44
O -2.1992 2.0488 3.5322 -0.85
O -2.1976 3.7330 1.6704 -0.83
O -0.6105 1.7795 1.3297 -0.32
O -3.0058 1.4022 1.2991 -0.87
S -2.3198 2.3751 2.1307 2.45
H -1.2530 1.7535 -0.6888 0.28
H -0.7905 -0.7198 -1.3524 0.21
H -0.6753 -1.2589 0.3728 0.23
H 0.7175 -1.6527 -0.6299 0.22
H 1.1598 0.8900 -1.1177 0.24
H 1.2671 0.4512 0.6450 0.23
```


Record 6
A single C3H6O5 molecule, computed with ωB97M-V/def2-TZVPD.

Output
* LUMO (alpha / beta): 0.010 / -0.153 hartree
* charge: 0
* spin multiplicity: 3

XYZ file:
```
14
Properties=species:S:1:pos:R:3:nbo_charge:R:1
C -1.1581 0.4854 1.1405 -0.09
C -0.6094 -0.7865 0.5613 0.07
C 1.6671 0.1178 -1.0465 0.94
O -0.3777 1.0481 2.1252 -0.69
O -1.2537 -1.4335 -0.4914 -0.62
O 0.9328 -0.0986 -2.1648 -0.70
O 0.9046 -0.1792 0.0273 -0.33
O 2.7292 0.6218 -0.9311 -0.55
H -1.2988 1.3712 0.3711 0.14
H -2.1959 0.2759 1.5933 0.20
H -1.3987 -0.9136 -1.3104 0.48
H 1.5780 -0.1713 -2.9370 0.51
H -0.1108 -1.5127 1.2507 0.18
H 0.5914 1.1753 1.8118 0.48
```


Record 7
A gas-phase ion, C3H6O5P (charge -1), computed with ωB97M-V/def2-TZVPD.

Output
* LUMO: 0.142 hartree
* charge: -1
* SMILES string: C[C@@H](C=O)O[P@](=O)([O-])O

XYZ file:
```
15
Properties=species:S:1:pos:R:3:nbo_charge:R:1
C 1.3367 1.3527 -0.3897 -0.64
C -0.1188 0.9736 -0.1766 0.04
C -0.5552 -0.0277 -1.2700 0.41
O -1.7274 -0.4001 -1.2417 -0.61
O -0.3822 0.4265 1.0379 -0.79
P -0.0810 -1.1957 1.1895 2.49
O 0.6340 -1.4011 2.4448 -1.15
O 0.4347 -1.7789 -0.1577 -1.15
O -1.6695 -1.8075 1.4416 -1.02
H 1.8294 0.4573 -0.3978 0.22
H 1.4607 1.9484 0.4698 0.21
H 1.3555 1.8314 -1.3572 0.19
H -0.6047 2.0202 -0.2515 0.16
H 0.1992 -0.4896 -1.8696 0.15
H -2.1114 -1.9096 0.5284 0.49
```


Record 8
A single C3H6OS molecule, computed with ωB97M-V/def2-TZVPD.

Output
* LUMO: 0.031 hartree
* charge: 0
* SMILES string: C=C[C@H](O)S

XYZ file:
```
11
Properties=species:S:1:pos:R:3:nbo_charge:R:1
C 1.6065 0.8312 0.1813 -0.38
C 0.6909 0.1125 -0.4100 -0.25
C -0.5042 -0.4154 0.3613 0.05
O -0.9160 -1.6690 0.0827 -0.68
S -1.9202 0.8832 -0.0957 -0.17
H 2.4333 1.2185 -0.4451 0.20
H 1.5052 1.3162 1.1832 0.21
H 0.7199 -0.0484 -1.4538 0.21
H -0.2562 -0.1737 1.5571 0.20
H -0.6795 -1.8400 -0.8079 0.48
H -2.6798 -0.2152 -0.1532 0.13
```